{
  "formula": "C13H9CuN2O4",
  "method": "ωB97M-V/def2-TZVPD",
  "lumo_energy_ev": [4.61, 4.61],
  "charge": -2,
  "homo_ha": [0.0465, 0.0464],
  "species": ["Cu", "O", "C", "C", "C", "C", "C", "C", "C", "O", "N", "O", "O", "H", "H", "H", "H", "N", "C", "C", "C", "C", "C", "C", "H", "H", "H", "H", "H"],
  "xyz": [[0.458516, 0.751655, 0.380631], [-0.312461, 1.704639, -1.329716], [-0.529754, 0.924649, -2.246189], [0.384296, -0.102017, -2.708212], [0.075558, -0.804717, -3.854151], [0.910211, -1.801925, -4.339647], [2.090747, -2.143530, -3.635833], [2.407812, -1.486927, -2.488791], [1.583535, -0.428970, -1.950523], [1.895793, 0.155796, -0.891844], [0.569631, -2.491380, -5.541646], [1.257221, -3.449778, -5.885179], [-0.470366, -2.199243, -6.124608], [-1.499115, 0.977843, -2.782342], [-0.829906, -0.565262, -4.399184], [2.723442, -2.925625, -4.031402], [3.304019, -1.737200, -1.936021], [-0.356082, 0.517793, 1.943338], [-0.715957, 0.892411, 3.130309], [-0.575645, 2.252109, 3.667273], [-1.018096, 2.621982, 4.919875], [-1.625323, 1.712316, 5.806080], [-1.759637, 0.386557, 5.352522], [-1.332879, -0.016042, 4.104532], [-0.106470, 2.980253, 3.011353], [-0.885895, 3.656427, 5.238058], [-1.974881, 2.018570, 6.786553], [-2.216878, -0.350563, 6.014122], [-1.451432, -1.049821, 3.790643]],
  "forces_ev_per_a": [[0.26, -0.03, 0.66], [-0.18, 0.36, -0.53], [-0.02, 0.05, -0.02], [0.11, -0.21, 0.03], [-0.03, 0.07, -0.18], [0.16, 0.13, -0.13], [-0.07, 0.09, -0.10], [0.00, -0.04, -0.09], [-0.04, 0.06, -0.13], [0.22, -0.03, -0.12], [-0.54, -0.59, 0.87], [0.41, 0.05, -0.30], [-0.02, 0.34, -0.34], [-0.01, -0.09, -0.05], [0.00, -0.02, 0.00], [-0.01, -0.01, 0.01], [-0.01, 0.01, 0.05], [-0.37, -0.15, 0.78], [0.14, 0.02, -0.39], [-0.08, -0.01, 0.21], [0.04, -0.17, -0.11], [-0.01, -0.01, -0.05], [0.09, 0.07, -0.15], [-0.06, 0.11, 0.14], [-0.01, 0.00, -0.01], [0.00, 0.02, -0.02], [0.01, -0.01, 0.00], [0.01, -0.01, -0.02], [-0.01, 0.02, 0.00]]
}


{
  "formula": "C13H9F3N3O4S",
  "method": "ωB97M-V/def2-TZVPD",
  "lumo_energy_ev": 2.43,
  "charge": -1,
  "homo_ha": -0.1602,
  "relative_energy_kcal_mol": 0.00,
  "species": ["F", "C", "F", "F", "S", "N", "C", "O", "C", "C", "C", "O", "H", "H", "H", "H", "C", "N", "O", "O", "C", "C", "C", "C", "C", "N", "C", "C", "H", "H", "H", "H", "H"],
  "xyz": [[6.743110, 1.538540, -1.151369], [5.414463, 1.543017, -0.819731], [5.156210, 0.451577, -0.043809], [5.156875, 2.659403, -0.082246], [4.464998, 1.502541, -2.341236], [2.953444, 1.577453, -1.521127], [2.273733, 2.798382, -1.314239], [2.667433, 3.896864, -1.661098], [0.999783, 2.400774, -0.604163], [0.949036, 0.881638, -0.611833], [2.222381, 0.401653, -1.261663], [2.572977, -0.729398, -1.545437], [1.036572, 2.780487, 0.426348], [0.144427, 2.870193, -1.100874], [0.898910, 0.477120, 0.407991], [0.098524, 0.482733, -1.175496], [-2.115308, 0.669215, 0.837946], [-2.191139, 1.360128, -0.344307], [-2.251168, 2.637404, -0.328401], [-2.165143, 0.741845, -1.455330], [-2.429068, -0.718458, 0.960294], [-2.629706, -1.552197, -0.161655], [-2.789422, -2.925418, -0.024535], [-2.820664, -3.513610, 1.250412], [-2.941448, -4.935279, 1.375105], [-3.042631, -6.096946, 1.477708], [-2.742579, -2.692042, 2.384332], [-2.578834, -1.326747, 2.251474], [-2.212742, 1.287784, 1.722838], [-2.642640, -1.085980, -1.138800], [-2.871193, -3.544925, -0.913163], [-2.784662, -3.162076, 3.376595], [-2.544539, -0.675673, 3.129474]],
  "forces_ev_per_a": [[-1.09, -0.01, 0.47], [0.53, -0.07, 0.39], [0.44, 1.17, -0.39], [0.40, -1.15, -0.39], [-0.68, 0.18, 0.49], [1.69, -0.04, -1.34], [-0.09, 0.82, -0.06], [-0.38, -1.65, 0.49], [-0.17, 0.59, 0.11], [-0.14, -0.64, 0.18], [-0.30, -0.99, -0.04], [-0.28, 1.73, 0.41], [-0.03, 0.11, -0.33], [0.05, -0.09, 0.18], [-0.07, -0.06, -0.34], [0.04, 0.04, 0.15], [-0.80, 0.49, -0.02], [0.00, 0.46, 0.01], [0.24, -1.28, 0.09], [0.13, 0.91, 0.55], [-0.09, -0.52, 0.04], [-0.02, -0.78, -0.09], [0.01, 0.42, 0.34], [0.03, 0.03, -0.36], [-0.19, -1.95, 0.28], [0.18, 2.05, -0.19], [0.06, 0.01, 0.35], [0.25, 0.37, -0.47], [0.18, 0.11, -0.26], [0.14, -0.33, 0.24], [-0.07, 0.04, 0.15], [-0.07, 0.32, -0.45], [0.09, -0.31, -0.19]]
}


{
  "formula": "C14H10Cl2N2O3",
  "method": "ωB97M-V/def2-TZVPD",
  "lumo_energy_ev": -0.10,
  "homo_ha": -0.3236,
  "smiles": "O=C(COC(=O)c1ccccn1)Nc1cc(Cl)ccc1Cl",
  "relative_energy_kcal_mol": 0.00,
  "species": ["O", "C", "N", "C", "C", "C", "C", "C", "C", "Cl", "H", "H", "Cl", "H", "H", "C", "H", "H", "O", "C", "O", "C", "N", "C", "C", "C", "C", "H", "H", "H", "H"],
  "xyz": [[-1.371860, -3.112368, 1.270199], [-0.523236, -2.286904, 1.041874], [-0.732011, -1.062149, 0.491826], [-1.973017, -0.539030, 0.113513], [-2.294107, 0.752317, 0.525010], [-3.508171, 1.313999, 0.177524], [-4.429758, 0.602908, -0.576717], [-4.104687, -0.668136, -1.009461], [-2.879562, -1.236991, -0.688677], [-2.475550, -2.772315, -1.350719], [-4.797049, -1.225788, -1.619378], [-5.379926, 1.042839, -0.832543], [-3.876735, 2.918578, 0.695108], [-1.586428, 1.304791, 1.123525], [0.026858, -0.380619, 0.553998], [0.956627, -2.545897, 1.378741], [1.029559, -2.895893, 2.410893], [1.347509, -3.320513, 0.708807], [1.699005, -1.349211, 1.242727], [2.510735, -1.205278, 0.187015], [2.986073, -2.103387, -0.453605], [2.678721, 0.250193, -0.105254], [1.587727, 0.982997, 0.117245], [1.633654, 2.270233, -0.169197], [2.764190, 2.894155, -0.680420], [3.894241, 2.127144, -0.916688], [3.853319, 0.770913, -0.632354], [4.697198, 0.122601, -0.805135], [4.789878, 2.575696, -1.320039], [2.754371, 3.951468, -0.892983], [0.722438, 2.823633, 0.015180]],
  "forces_ev_per_a": [[-0.01, -0.18, 0.22], [0.48, 0.01, 0.30], [0.26, 0.44, -0.19], [-0.39, -0.13, -0.07], [-0.13, -0.04, -0.08], [0.11, -0.31, -0.14], [0.08, 0.06, 0.06], [0.12, -0.01, 0.08], [0.04, 0.15, 0.12], [-0.07, -0.05, -0.30], [-0.05, -0.07, -0.06], [-0.08, 0.06, -0.02], [-0.06, 0.25, 0.09], [0.05, 0.05, 0.11], [-0.12, -0.14, -0.04], [-0.32, -0.60, -0.12], [-0.03, 0.10, -0.16], [-0.11, 0.12, 0.14], [0.13, 0.09, 0.26], [0.13, -0.30, -0.20], [0.00, 0.20, 0.13], [0.17, 0.33, -0.19], [-0.03, -0.25, 0.12], [0.03, 0.33, -0.12], [0.08, -0.12, -0.01], [-0.13, -0.01, 0.06], [-0.22, -0.14, 0.10], [0.07, -0.07, -0.04], [0.06, 0.03, -0.02], [-0.02, 0.09, -0.01], [-0.03, 0.12, -0.02]]
}


{
  "formula": "C14H10F10N2S",
  "method": "ωB97M-V/def2-TZVPD",
  "lumo_energy_ev": -1.44,
  "homo_ha": -0.3185,
  "smiles": "C[C@@H](F)c1ccc(CCC(F)(F)C(F)(F)C(F)(F)C(F)(F)F)c2nsnc12",
  "species": ["C", "C", "F", "C", "C", "C", "C", "C", "C", "C", "F", "F", "C", "F", "F", "C", "F", "F", "C", "F", "F", "F", "C", "N", "S", "N", "C", "H", "H", "H", "H", "H", "H", "H", "H", "H", "H"],
  "xyz": [[5.474709, 1.731496, 0.602307], [4.512634, 1.629639, -0.682272], [5.288857, 1.124123, -1.812629], [3.187728, 0.753257, -0.401123], [2.687388, -0.268304, -1.484773], [1.401893, -1.198176, -1.272883], [0.615674, -1.031897, 0.047686], [-0.684509, -1.848502, 0.497654], [-1.686319, -2.247831, -0.694644], [-2.319267, -1.015907, -1.491614], [-1.367533, -0.355028, -2.364087], [-3.306545, -1.581996, -2.393943], [-2.953447, 0.140160, -0.577247], [-3.605024, 1.059637, -1.490686], [-1.956230, 0.941722, 0.090112], [-4.087563, -0.340169, 0.451787], [-4.815108, -1.492223, 0.045485], [-3.571746, -0.642723, 1.769210], [-5.201282, 0.829684, 0.711453], [-5.864236, 0.454452, 1.938381], [-6.210678, 0.864572, -0.277309], [-4.608737, 2.096671, 0.980132], [1.167703, 0.031513, 1.098992], [0.578866, 0.295527, 2.394033], [1.460746, 1.503030, 3.235657], [2.721416, 1.809204, 2.097193], [2.447296, 0.955266, 0.971952], [5.359750, 0.848182, 1.333569], [5.259935, 2.708699, 1.190215], [6.561702, 1.787875, 0.252978], [4.188499, 2.703252, -0.970960], [3.324408, -0.299691, -2.446683], [1.065732, -1.961356, -2.052501], [-1.169674, -1.266322, 1.360024], [-0.297257, -2.837006, 0.969735], [-2.506775, -2.924267, -0.229023], [-1.093003, -2.956564, -1.396178]],
  "forces_ev_per_a": [[0.03, 0.25, 0.19], [-0.24, 0.34, 0.51], [-1.50, 0.48, 1.72], [-0.90, -1.96, -1.60], [-0.47, 1.63, 3.61], [0.07, 2.55, 4.15], [2.66, 1.12, -1.76], [1.08, 0.03, 0.17], [0.69, -0.44, 0.54], [0.82, -1.04, -1.65], [-2.14, -1.50, 2.16], [1.84, 1.70, 2.19], [0.10, 2.14, -1.20], [1.24, -2.16, 2.14], [-2.52, -2.53, -1.51], [-1.21, -0.50, 2.02], [1.99, 2.61, 0.52], [-0.71, 0.72, -3.50], [-1.64, 0.40, 1.95], [1.52, 1.01, -3.19], [3.04, 0.30, 2.44], [-1.67, -3.38, -1.27], [0.46, 1.47, 2.32], [2.19, 0.48, -2.59], [0.61, -2.19, -4.26], [-2.53, -3.13, -2.38], [-1.09, -1.11, -0.49], [0.12, 1.35, -1.32], [0.20, -1.75, -1.04], [-1.57, -0.14, 0.34], [0.53, -1.83, 0.26], [-1.29, -0.08, 1.81], [0.64, 1.39, 1.21], [0.58, -0.83, -1.46], [-0.77, 1.56, -0.82], [1.05, 1.49, -0.95], [-1.20, 1.54, 0.75]]
}